# 1
C35H58AsN3O3S2SiTc | wB97M-V/def2-TZVPD

Properties
charge = +2
total energy = -140427.609 eV
multiplicity = 4

```
104
Properties=species:S:1:pos:R:3:lowdin_spin:R:1
H -0.043 -5.748 1.895 0.000
H 3.949 0.776 4.194 0.000
Si 0.770 -1.636 -0.621 0.033
H -0.970 -5.026 0.575 0.000
H 3.196 -2.581 -3.908 0.000
H 2.939 1.717 6.305 0.000
As -2.177 -0.307 1.615 -0.012
H 1.553 4.941 4.662 0.000
C -1.829 2.573 -5.243 0.003
H 4.294 0.011 -2.966 0.000
C -3.421 -1.666 1.053 -0.003
H 0.388 1.293 -6.299 0.001
H -1.633 -1.617 3.675 -0.001
C 4.122 -1.681 -0.696 0.001
H 3.684 -3.657 -2.587 0.000
H 4.125 3.747 3.359 0.000
H -3.274 -1.517 -1.962 0.000
N -1.066 2.506 0.788 0.007
H 1.968 -5.816 0.299 0.000
H -6.167 3.776 -1.569 0.001
C -4.245 3.694 -0.622 0.002
C -2.593 -1.375 -2.804 0.003
O 0.463 -2.779 0.458 0.008
C 0.816 2.435 2.508 0.005
H -4.284 4.722 -0.278 0.000
H -3.693 0.421 3.467 -0.001
H -2.496 -0.316 -3.035 0.001
C 3.091 1.165 3.644 0.000
C -1.419 -3.414 -2.023 0.000
H -3.026 -1.877 -3.669 0.000
C -4.136 1.049 -1.452 0.015
H 4.664 2.935 4.831 0.000
H -2.565 1.723 3.040 0.000
H -2.126 1.862 -6.013 0.001
H -0.358 -0.418 3.325 0.001
C 0.929 -4.070 0.962 0.001
C -3.219 0.949 2.641 -0.001
C -3.148 2.883 -0.334 0.011
C -0.523 1.907 -3.357 0.032
C 2.133 2.162 5.718 0.000
C 3.296 -1.625 -1.974 0.001
C -1.252 -1.979 -2.489 0.003
H 1.328 -3.224 2.913 0.000
H 1.447 1.605 -4.908 0.000
H -1.683 3.556 -5.688 0.001
H -3.982 1.393 2.005 0.000
H 1.806 3.066 6.234 0.000
C -2.079 3.333 0.523 0.034
H 0.615 -2.372 -3.550 0.000
H -0.163 -0.840 -3.969 0.000
H -0.352 5.993 3.531 0.000
H -1.904 -3.991 -2.810 0.000
O 1.903 -1.972 -1.694 0.012
H 3.706 -1.026 0.072 0.001
H 0.877 2.959 -5.904 0.001
C 1.858 -3.765 2.128 0.000
H 5.138 -1.344 -0.903 0.000
H 2.703 -3.159 1.796 0.000
H -0.843 -2.369 -4.547 0.000
C -0.254 3.027 1.838 0.002
H 3.598 4.323 4.946 0.000
S -2.078 4.799 1.371 0.022
C 1.653 -4.857 -0.116 0.000
H -2.041 -3.464 -1.128 0.000
C 3.779 -2.648 -2.987 0.000
C 0.614 1.986 -5.490 0.002
C -0.316 -4.806 1.420 0.000
H 4.184 -2.694 -0.305 0.000
H -6.085 1.405 -2.262 0.000
H -0.434 -1.919 2.376 0.001
H 2.248 -4.689 2.557 0.000
C -0.668 4.298 2.235 0.001
C -5.246 1.839 -1.732 0.003
H -4.173 0.026 -1.779 0.000
C 3.817 3.432 4.358 0.000
H 4.827 -2.474 -3.231 0.000
H -2.868 -2.485 0.593 0.000
C 2.623 2.468 4.295 0.000
O -0.673 -1.184 -1.361 0.029
H 3.049 0.527 -1.817 0.005
H 1.297 1.458 5.703 0.000
H 1.010 -5.065 -0.973 0.000
H -0.459 -3.887 -1.806 0.000
N -0.568 2.122 -4.630 0.021
H 2.319 0.390 3.664 0.000
H 2.585 -0.175 -3.381 0.000
H -3.956 -2.035 1.927 -0.001
C 1.047 4.405 3.870 0.000
S 1.101 0.189 0.369 0.259
H 3.401 1.316 2.607 0.000
Tc -1.024 0.807 -0.354 2.463
C -3.029 1.547 -0.758 -0.009
N -0.550 1.727 -2.210 0.017
H 1.141 1.445 2.256 0.003
H -2.602 2.629 -4.480 0.000
C -5.301 3.170 -1.340 0.014
C 1.474 3.113 3.523 0.001
H -4.127 -1.242 0.342 0.000
H -0.867 -4.208 2.148 0.000
H 2.536 -4.335 -0.464 0.000
C -0.344 -1.885 -3.706 0.001
C 3.307 -0.224 -2.565 0.005
C -0.019 5.005 3.242 0.001
C -1.023 -1.165 2.894 -0.001
```

# 2
C35H58BBeBrCl7F18NNaO11PS | wB97M-V/def2-TZVPD

Properties
charge = 0
total energy = -293462.489 eV
multiplicity = 1

```
136
Properties=species:S:1:pos:R:3:lowdin_charge:R:1
C -2.787 -4.807 -4.897 -0.103
H -0.833 -3.396 -1.597 0.094
O -4.601 -1.464 4.390 0.086
C -2.780 2.484 -2.265 -0.237
C 4.072 -3.661 2.683 -0.208
C -1.333 2.424 3.721 -0.117
H -0.696 -5.471 -3.860 0.126
H 4.770 -2.725 0.734 0.120
C 1.493 -4.778 4.193 -0.206
H 4.640 -1.528 2.125 0.043
O -2.379 4.985 3.197 -0.249
H 3.275 -4.561 5.621 0.119
C 7.526 -2.207 1.131 -0.216
Cl -3.596 -7.157 4.002 0.540
H 0.993 -2.841 2.561 0.120
H 1.346 -5.779 4.756 0.120
C 2.604 -3.900 4.953 -0.198
H 6.723 -2.497 3.270 0.101
H 0.363 -0.036 1.706 0.135
H 4.130 3.545 2.370 0.085
H -3.633 2.170 -0.315 0.051
H 8.548 -2.734 1.148 0.111
C -0.361 -3.859 -2.464 -0.179
H 8.487 -0.173 0.621 0.113
H -1.504 -2.529 -4.593 0.114
F -7.317 -2.064 0.759 0.089
H 6.648 -4.031 2.207 0.111
S -1.384 4.272 4.066 0.842
F 0.303 11.270 -2.263 -0.179
H -3.389 -4.017 -5.351 0.090
H 1.756 -5.062 3.115 0.104
F -0.736 12.578 -3.712 -0.168
C -5.954 -2.171 1.141 -0.429
O -0.178 2.518 -3.300 0.021
Cl -0.127 5.025 -6.044 0.594
C 7.743 -0.633 1.372 -0.261
O -3.017 -1.451 6.059 0.148
H 3.203 -3.945 1.971 0.099
H -1.507 -5.666 -2.296 0.122
H -3.209 3.866 -0.649 0.100
H 0.646 2.148 0.944 0.136
H -3.001 -0.579 -0.544 0.058
H 2.040 -3.199 5.684 0.112
F -5.586 -3.521 0.870 0.050
H 1.984 2.605 3.788 0.105
B 1.643 -0.080 -7.255 -1.127
Cl -5.756 -5.350 3.305 0.587
Na -3.452 0.587 1.528 0.535
H -2.197 -0.374 -3.591 0.124
H 4.658 -4.613 2.980 0.124
P 0.365 11.422 -3.860 0.170
C -1.570 -1.048 -3.001 -0.162
H -0.329 -3.925 5.245 0.126
C -2.362 0.011 4.226 0.038
C -2.904 2.827 -0.794 -0.059
H 9.327 -0.689 2.993 0.083
F -9.011 -1.174 1.983 -0.590
C -0.208 4.361 -1.743 -0.515
H 0.679 -1.827 4.083 0.113
O -2.443 -1.770 -2.127 -0.157
H -1.644 3.456 -6.935 0.009
H 8.385 0.902 2.884 0.077
H 0.531 -4.362 -2.071 0.127
C -1.343 -0.596 3.180 -0.051
H -3.107 1.986 5.283 0.156
C -0.382 0.400 2.473 0.082
F -0.017 3.547 -0.680 0.089
C -4.550 -1.606 2.959 -0.168
O -2.205 3.515 -3.042 -0.086
O -2.475 -4.413 -3.574 -0.206
F 0.159 4.956 3.942 -0.187
F -0.864 10.389 -3.927 -0.228
F -1.044 5.345 -1.328 0.128
O -1.811 1.152 -7.101 -0.064
F 2.432 0.243 -8.405 0.053
F 0.454 -0.784 -7.670 0.037
C 0.606 2.651 1.986 -0.179
C 2.068 2.571 2.648 -0.638
C -4.289 -6.154 2.710 -1.985
F 0.988 12.673 -4.644 -0.167
H -1.998 -2.811 3.344 0.070
C 3.496 -2.953 4.006 -0.225
F 0.622 10.562 -5.202 -0.225
C 3.035 3.779 2.128 -0.126
Cl -3.096 -4.928 2.211 0.566
H -1.544 0.284 -7.438 0.036
C -0.764 3.657 -3.035 -0.470
C -2.365 1.564 4.524 0.132
F 1.268 1.131 -6.574 0.034
H 2.900 -2.019 3.698 0.062
C 0.233 -2.630 3.394 -0.162
H -2.282 1.522 -2.412 0.091
C 0.044 -4.057 4.169 -0.184
H -0.698 -4.690 3.543 0.077
N -0.415 1.832 2.761 -0.039
H -0.847 -0.443 -2.439 0.121
C 8.272 -0.248 2.839 -0.140
C -1.253 -4.940 -3.079 -0.186
H 4.371 -2.568 4.651 0.122
C -0.818 -1.977 -3.953 -0.141
H 7.116 -2.350 0.063 0.113
H -0.641 4.459 -3.788 0.070
H -1.182 -2.305 1.690 0.118
C -1.537 4.540 -7.007 -1.455
F 2.404 -0.911 -6.368 0.048
O 0.131 -2.864 -3.358 -0.100
O -1.786 4.417 5.507 -0.271
H -1.889 -4.936 -5.509 0.093
Cl -3.009 5.289 -6.372 0.559
H -4.169 -0.673 2.403 0.077
Cl -1.306 4.968 -8.703 0.597
H -1.955 2.680 -0.273 0.049
H 2.678 4.791 2.532 0.093
C -2.322 -1.412 -0.769 -0.134
F 0.974 4.969 -1.985 0.136
C 6.533 -2.885 2.201 -0.203
H -3.794 2.360 -2.658 0.135
Be -0.298 7.433 -4.986 0.954
C 4.974 -2.592 1.866 -0.208
H 7.592 -0.588 3.692 0.057
H 0.235 3.720 1.801 0.138
C -3.359 -1.027 4.921 -0.311
H -1.545 1.133 -6.173 0.026
F 1.865 11.044 -3.431 -0.181
H -1.292 -1.142 -0.505 0.084
O -5.910 -1.822 2.511 0.073
H 2.920 3.769 0.975 0.101
C -1.223 -2.147 2.822 -0.142
Cl -4.696 -7.178 1.320 0.560
H -3.370 -5.730 -4.881 0.087
H -0.236 -1.344 -4.631 0.140
H -2.614 -2.273 -0.167 0.082
H -3.930 -2.516 2.602 0.100
F -5.231 -1.298 0.277 0.081
Br 3.051 0.878 2.176 0.727
H 6.731 -0.122 1.197 0.093
```